The following is a DFT calculation (the ωB97M-V functional and the def2-TZVPD basis) of C5H11NO as an isolated structure.

Each line ends with the Mulliken charge.
Geometry (Å):
C -1.500 -2.560 0.100  -0.88
N -0.626 -1.441 -0.227  -0.40
C -0.721 -0.301 0.391  0.39
O -1.297 0.329 1.225  -0.55
C 0.691 0.671 -0.423  0.50
C 0.042 1.999 -0.779  -1.33
C 1.678 0.741 0.738  -1.37
H -0.892 -3.444 0.320  0.29
H -2.149 -2.794 -0.749  0.28
H -2.125 -2.339 0.971  0.31
H 0.223 -0.505 -0.771  0.28
H 1.272 0.343 -1.316  0.39
H -0.552 2.356 0.068  0.30
H -0.619 1.910 -1.648  0.33
H 0.805 2.752 -1.007  0.40
H 2.504 1.424 0.511  0.40
H 1.169 1.106 1.636  0.31
H 2.098 -0.246 0.958  0.35

Output
maximum force = 0.6 eV/Å
energy above the lowest of the compared OMol25 structures with the same formula, charge and spin = 87.6 kcal per mole
HOMO level = -9.58 eV
Kohn-Sham gap = 10.52 eV